[1]
Entry from OMol25: one molecule with the formula C4H2N2O (ωB97M-V/def2-TZVPD).

Output
Charge: 0
Energy relative to the best compared isomer or geometry (same formula, charge and spin) in kcal/mol: 98.3
Kohn-Sham gap in eV: 8.6

Geometry as XYZ:
```
9
Properties=species:S:1:pos:R:3:nbo_charge:R:1
N -1.12932 0.32503 0.04699 -0.85
C -1.24427 -0.98043 0.02395 0.55
O -2.07415 -1.86483 -0.00286 -0.62
C 0.28793 -1.18116 0.02248 0.35
C 1.53687 -1.00671 0.00412 -0.33
C 1.73991 0.31249 -0.02359 0.62
N 1.86488 1.49388 -0.05033 -0.57
H 1.05483 2.10979 -0.05174 0.46
H -2.03668 0.79193 0.03098 0.38
```

[2]
Entry from OMol25: C4H7NO as an isolated structure (ωB97M-V/def2-TZVPD).

Output
Charge: 0
Energy relative to the best compared isomer or geometry (same formula, charge and spin) in kcal/mol: 114.4
Kohn-Sham gap in eV: 9.6

Geometry as XYZ:
```
13
Properties=species:S:1:pos:R:3:nbo_charge:R:1
O -1.49767 1.50525 0.35376 -0.58
N -0.70379 0.43136 0.80612 -0.14
C -0.43570 -0.41594 -0.28876 0.15
C -0.59636 -0.22500 -1.59370 -0.52
C 1.06474 0.33721 0.80944 -0.20
C 0.70393 -1.07431 0.39741 -0.47
H -2.20451 1.58674 1.01680 0.48
H -0.00024 -0.83791 -2.26050 0.20
H -1.19998 0.57416 -2.00481 0.22
H 1.76959 0.41458 1.65854 0.21
H 1.37815 0.99660 -0.00017 0.20
H 1.34185 -1.71053 -0.20665 0.23
H 0.37998 -1.58221 1.31252 0.22
```

[3]
Entry from OMol25: C11H19BeNO7 as an isolated structure (ωB97M-V/def2-TZVPD).

Output
Charge: +2
Kohn-Sham gap in eV: 2.1

Geometry as XYZ:
```
39
Properties=species:S:1:pos:R:3:nbo_charge:R:1
C 3.14420 -1.49627 1.66631 -0.63
C 3.51033 -0.01614 1.36080 0.10
O 2.91385 0.86450 2.25952 -0.64
C 3.06513 0.28215 -0.12896 -0.38
N 2.67857 1.72653 -0.32583 -0.43
C 1.28145 1.99889 -0.12021 -0.30
C 0.37496 1.29668 -1.21315 0.00
O -0.78244 0.80662 -0.64778 -0.44
C -0.79423 -0.59917 -0.64359 0.36
O -0.83704 -1.24209 -1.87761 -0.54
C -0.80680 -2.58953 -1.43986 0.98
O -0.14259 -3.40487 -1.82541 -0.46
O -1.72472 -2.62827 -0.44476 -0.48
C -1.71499 -1.39243 0.31826 0.08
C -3.20988 -1.04522 0.43444 -0.44
C -3.53439 0.45574 0.57765 -0.54
C -4.27014 1.00239 -0.63510 0.80
O -4.42674 0.39001 -1.60515 -0.51
O -4.79572 2.26741 -0.55328 -0.72
H 2.12701 -1.56907 2.06949 0.21
H 3.84804 -1.88218 2.40347 0.27
H 3.23440 -2.08301 0.74565 0.22
H 4.59781 0.02891 1.41822 0.22
H 2.02606 0.51225 2.42156 0.47
H 3.98222 0.11208 -0.75692 0.22
H 2.31805 -0.44411 -0.48164 0.21
H 3.02605 2.14416 -1.21041 0.33
H 1.13361 3.07933 -0.23495 0.28
H 0.94904 1.75030 0.88565 0.28
H 0.94921 0.46200 -1.75036 0.06
H 0.13414 2.05774 -1.97013 0.25
H 0.22471 -0.85377 -0.24597 0.09
H -1.19011 -1.52275 1.26681 0.21
H -3.74707 -1.53551 -0.37537 0.28
H -3.56934 -1.53266 1.34643 0.24
H -4.25136 0.55919 1.40155 0.26
H -2.68680 1.08614 0.85800 0.23
H -5.74553 2.17767 -0.37676 0.51
Be 2.71108 0.77636 -2.57058 1.39
```

[4]
Entry from OMol25: one molecule with the formula CH3Cl3SSi (ωB97M-V/def2-TZVPD).

Output
Charge: 0
Energy relative to the best compared isomer or geometry (same formula, charge and spin) in kcal/mol: 3.4
Kohn-Sham gap in eV: 9.7

Geometry as XYZ:
```
9
Properties=species:S:1:pos:R:3:nbo_charge:R:1
S -0.64101 1.15680 -0.87645 -0.04
C 0.33800 0.43393 0.51125 -1.00
Si 1.74881 1.64140 1.22240 1.39
Cl 3.00692 0.39672 2.30371 -0.38
Cl 1.04581 2.96419 2.62264 -0.34
Cl 2.77926 2.42857 -0.19336 -0.31
H 0.38830 1.18520 -1.81137 0.13
H 0.62553 -0.51696 0.01398 0.26
H -0.25397 0.12505 1.47004 0.27
```

[5]
Entry from OMol25: a 2-piece molecular cluster, C2H2Br2I2 overall (ωB97M-V/def2-TZVPD).

Output
Charge: 0
Energy relative to the best compared isomer or geometry (same formula, charge and spin) in kcal/mol: 39.7
Kohn-Sham gap (spin up / spin down) in eV: 6.9 / 6.9

Geometry as XYZ:
```
8
Properties=species:S:1:pos:R:3:nbo_charge:R:1
C 0.91188 -0.12844 -0.01661 -0.70
C -0.52436 -0.23889 0.33479 -0.28
Br -1.27600 0.56611 1.81325 0.25
Br -1.78675 1.16876 -1.70839 -0.38
I 1.63386 1.84885 0.30669 0.17
I -1.31039 -2.03486 0.01338 0.40
H 0.79672 -0.31658 -1.11864 0.29
H 1.55503 -0.86495 0.37553 0.26
```

[6]
Entry from OMol25: C36H46MoN5O6 as an isolated structure (ωB97M-V/def2-TZVPD).

Output
Charge: +1
Energy relative to the best compared isomer or geometry (same formula, charge and spin) in kcal/mol: 23.9
Kohn-Sham gap (spin up / spin down) in eV: 6.4 / 5.8
2S+1: 3

Geometry as XYZ:
```
94
Properties=species:S:1:pos:R:3:lowdin_spin:R:1
Mo 2.30034 -0.22752 -0.10405 0.16
C -4.07285 0.53483 4.40655 0.00
C -3.76896 0.30814 2.92574 0.00
C -4.47295 -0.97964 2.47618 0.00
C -4.32765 1.49597 2.13134 0.00
C -2.26734 0.17087 2.65583 0.02
C -1.82977 -0.00949 1.35552 0.04
C -0.46434 -0.16570 1.10198 0.02
N 0.18818 -0.39616 -0.10375 0.26
C -0.41235 -0.63784 -1.31622 0.03
C -1.75159 -0.91236 -1.63015 0.05
C -2.12378 -1.00990 -2.95551 0.01
C -1.14982 -0.82870 -3.95597 0.08
C 0.19885 -0.62338 -3.69721 -0.01
C 0.52915 -0.58804 -2.34708 0.08
O 1.78827 -0.42356 -1.88201 0.03
C 1.25015 -0.46722 -4.79488 0.00
C 2.29557 -1.58612 -4.67733 0.00
C 0.61868 -0.54724 -6.18402 0.00
C 1.93304 0.90206 -4.65725 0.00
C -3.58317 -1.32938 -3.29359 0.00
C -3.91972 -2.72988 -2.76335 0.00
C -3.85026 -1.30575 -4.79871 0.00
C -4.49909 -0.29617 -2.62338 0.00
C 0.45534 -0.03704 2.14769 0.07
O 1.74417 -0.05223 1.76114 0.11
C 0.05993 0.12119 3.47030 0.00
C -1.31472 0.20689 3.68125 0.07
C 1.07669 0.21836 4.60951 0.00
C 1.96327 1.45745 4.40608 0.00
C 1.94775 -1.04546 4.64544 0.00
C 0.38700 0.35128 5.96746 0.00
H -5.14939 0.64978 4.53995 0.00
H -3.59428 1.43946 4.78802 0.00
H -3.75574 -0.30954 5.02239 0.00
H -5.54218 -0.92226 2.69047 0.00
H -4.06627 -1.84972 2.99514 0.00
H -4.35759 -1.14343 1.40196 0.00
H -5.39685 1.60405 2.32443 0.00
H -4.19960 1.36362 1.05503 0.00
H -3.83488 2.42694 2.41973 0.00
H -2.54501 0.00317 0.55108 0.00
H -2.47583 -1.09987 -0.85607 0.00
H -1.46242 -0.87557 -4.98689 0.00
H 1.82718 -2.56706 -4.78101 0.00
H 2.82276 -1.55183 -3.72551 0.00
H 3.03508 -1.48026 -5.47363 0.00
H 0.13176 -1.50923 -6.35677 0.00
H 1.40060 -0.43551 -6.93619 0.00
H -0.11313 0.24703 -6.34812 0.00
H 2.47533 0.99204 -3.71608 0.00
H 1.19804 1.70861 -4.72123 0.00
H 2.65071 1.03784 -5.46875 0.00
H -3.27788 -3.48593 -3.21964 0.00
H -4.95685 -2.97843 -2.99679 0.00
H -3.79634 -2.79154 -1.68027 0.00
H -3.25933 -2.05389 -5.33076 0.00
H -3.64434 -0.32588 -5.23592 0.00
H -4.90178 -1.53310 -4.97849 0.00
H -4.43314 -0.33889 -1.53381 0.00
H -5.53856 -0.48852 -2.89555 0.00
H -4.24629 0.71800 -2.93966 0.00
H -1.66269 0.33175 4.69461 0.00
H 2.50606 1.40241 3.46209 0.00
H 2.69097 1.52798 5.21850 0.00
H 1.35914 2.36831 4.41238 0.00
H 2.47652 -1.20332 3.70664 0.00
H 1.33715 -1.92833 4.84472 0.00
H 2.68532 -0.95911 5.44697 0.00
H -0.21583 1.25943 6.03654 0.00
H 1.14625 0.39872 6.74982 0.00
H -0.25311 -0.50659 6.18331 0.00
O 5.85575 -2.21538 -1.23829 0.20
C 4.80718 -1.71924 -1.02966 0.14
O 4.19637 -0.65424 -1.19921 0.14
C 3.62545 -2.91054 -0.12921 0.16
O 3.96448 -4.03313 -0.13657 0.19
O 2.66047 -2.22350 0.30561 0.13
N 2.76864 3.92690 0.25363 0.01
C 1.67875 4.03738 -0.58771 0.00
C 1.30277 2.76472 -0.88750 0.00
N 2.15138 1.89658 -0.24326 0.00
C 3.01733 2.62259 0.43175 0.01
C 4.04665 1.90092 1.17454 0.00
N 4.05334 0.59284 1.06288 0.00
C 5.06879 0.12581 1.85654 0.00
C 5.68671 1.18773 2.44422 0.00
N 5.02371 2.31047 1.99969 0.00
H 3.28001 4.69827 0.64834 0.00
H 1.27974 4.98969 -0.88653 0.00
H 0.49734 2.41486 -1.51016 0.00
H 5.29295 -0.92241 1.95414 0.00
H 6.51919 1.24445 3.12217 0.00
H 5.23141 3.25568 2.27439 0.00
```

[7]
Entry from OMol25: C35H42F6GdN7O3 as an isolated structure (ωB97M-V/def2-TZVPD).

Output
Charge: +2
Energy relative to the best compared isomer or geometry (same formula, charge and spin) in kcal/mol: 117.8
Kohn-Sham gap (spin up / spin down) in eV: 7.3 / 5.3
2S+1: 8

Geometry as XYZ:
```
94
Properties=species:S:1:pos:R:3:lowdin_spin:R:1
Gd 1.15372 0.79011 1.02840 5.06
C 4.64356 3.81950 3.01778 0.00
O 3.77028 4.36405 2.02028 0.00
C 2.81943 3.59755 1.55137 0.00
O 2.57582 2.44173 1.89885 0.00
N 2.06763 4.23683 0.61723 0.00
N 1.09263 3.51334 -0.10481 0.00
H 5.35372 4.61001 3.24250 0.00
H 5.15985 2.94514 2.62517 0.00
H 4.07984 3.54539 3.90922 0.00
H 2.35164 5.16193 0.31139 0.00
H 1.34722 3.47090 -1.09608 0.00
H 0.19252 3.99826 -0.05879 0.00
C -5.76241 -2.12820 0.36138 0.00
C -5.38590 -0.92184 -0.51345 0.00
C -6.32084 0.25669 -0.19566 0.00
C -5.56260 -1.31303 -1.98176 0.00
C -3.96894 -0.50430 -0.19214 0.00
C -3.59094 -0.23182 1.12474 0.00
C -2.29310 0.14087 1.40377 0.00
N -1.32274 0.25721 0.49002 0.00
C -1.66811 -0.00067 -0.78792 0.00
C -2.96694 -0.35629 -1.14943 0.00
C -0.60376 0.15850 -1.80658 0.00
C -0.71525 -0.38999 -3.08328 0.00
C 0.25183 -0.15302 -4.05851 0.00
C 1.32387 0.64731 -3.66283 0.00
C 1.36919 1.15417 -2.38224 0.00
N 0.45053 0.91734 -1.44101 0.00
C 0.17403 -0.68366 -5.47267 0.00
C 0.48401 0.45883 -6.45439 0.00
C 1.22612 -1.79520 -5.62187 0.00
C -1.20395 -1.25614 -5.81684 0.00
H -6.76295 -2.46216 0.10313 0.00
H -5.75851 -1.88360 1.41916 0.00
H -5.07550 -2.95476 0.19492 0.00
H -7.34669 -0.03122 -0.40682 0.00
H -6.07602 1.11892 -0.81181 0.00
H -6.25865 0.54834 0.84929 0.00
H -6.58408 -1.64663 -2.14018 0.00
H -4.90079 -2.13249 -2.25390 0.00
H -5.38850 -0.46846 -2.64415 0.00
H -4.29949 -0.30652 1.93439 0.00
H -2.01921 0.35005 2.42927 0.00
H -3.19869 -0.50377 -2.19038 0.00
H -1.55290 -1.02218 -3.31961 0.00
H 2.12791 0.87815 -4.33897 0.00
H 2.18946 1.80759 -2.11268 0.00
H 1.51596 0.78912 -6.38371 0.00
H -0.16883 1.31017 -6.27221 0.00
H 0.31963 0.11784 -7.47258 0.00
H 2.21897 -1.43857 -5.36009 0.00
H 1.24685 -2.14133 -6.65179 0.00
H 0.98105 -2.64097 -4.98309 0.00
H -1.98701 -0.51430 -5.67334 0.00
H -1.43148 -2.14360 -5.23070 0.00
H -1.21378 -1.55000 -6.86334 0.00
C 1.22883 -4.72027 3.17462 0.10
C 1.00254 -4.10703 1.94693 0.00
C 0.68012 -2.76689 1.89330 0.08
C 0.60629 -2.02131 3.08408 0.07
C 0.80955 -2.65785 4.32374 0.09
C 1.10853 -4.00002 4.35888 0.00
N 0.31686 -0.67501 2.96897 0.61
N 0.09471 -0.07462 4.07353 0.73
C -0.25167 1.25329 4.05634 0.06
C -0.89301 1.73043 5.20840 0.05
C -1.32935 3.04054 5.24341 0.01
C -1.08562 3.83940 4.13471 0.05
C -0.41162 3.29704 3.05103 0.01
N -0.00556 2.03301 2.97994 0.05
H 1.49031 -5.76493 3.20991 0.01
H 1.07450 -4.68530 1.03813 0.00
H 0.47004 -2.27484 0.94811 0.00
H 0.72628 -2.08323 5.23266 0.01
H 1.25113 -4.48713 5.30971 0.00
H -1.05417 1.05831 6.03466 0.00
H -1.84593 3.43785 6.10344 0.00
H -1.41152 4.86555 4.10685 0.00
H -0.18798 3.91652 2.19340 0.00
C 4.18860 -2.31497 -0.00383 0.00
C 3.59918 -0.94538 0.37302 0.00
O 2.25726 -0.85532 0.30835 0.01
C 4.15718 0.13348 -0.60228 0.00
F 5.45452 0.38420 -0.58910 0.00
F 3.51703 1.33920 -0.31635 0.00
F 3.80280 -0.14470 -1.85167 0.00
C 4.07811 -0.53300 1.82371 0.00
F 4.72264 0.63962 1.86890 0.00
F 2.96475 -0.31813 2.61480 0.00
F 4.82126 -1.42936 2.44187 0.00
H 3.84593 -2.58748 -0.99888 0.00
H 3.83272 -3.06606 0.69504 0.00
H 5.27608 -2.28672 0.01905 0.00
```

How do the records compare in energy? In the order shown, they have -338.18473 -286.44930 -1025.79404 -2108.30315 -5820.73500 -2192.74877 -3332.30750 Ha.
How do the records compare in largest force on an atom? In the order shown, they have 0.9 1.3 6.8 4.1 3.3 1.1 2.1 eV/Å.